(1)
DFT (ωB97M-V/def2-TZVPD) results for a cluster of 3 separate species, C4H17N2O2 in total at a distorted geometry.

Geometry as XYZ:
```
25
Properties=species:S:1:pos:R:3:forces:R:3
C 0.38773 1.53636 -0.11117 -0.30 -0.47 0.42
C -0.52430 1.34898 1.11889 -0.02 1.53 -0.68
C -0.13655 0.18245 2.02454 -1.14 0.49 -0.12
C 1.25402 -1.81206 1.76872 -0.40 -0.56 -0.01
N 0.21582 -0.97945 1.16685 0.31 0.94 0.38
N 0.06867 0.53720 -1.21593 -0.93 1.07 0.20
H 1.41948 1.35654 0.16434 0.21 -0.04 0.01
H 0.34574 2.53272 -0.54535 -0.29 -0.04 0.03
H -0.59752 2.35421 1.58058 0.59 -0.63 0.45
H -1.56304 1.27134 0.80704 -0.08 -0.51 -0.38
H -1.04735 0.00085 2.62588 0.44 -0.30 -0.02
H 0.61415 0.48955 2.76303 0.33 -0.44 -0.55
H 2.21006 -1.29078 1.77411 -0.15 0.24 0.38
H 1.43999 -2.68771 1.15698 -0.19 -0.23 -0.17
H 0.93862 -2.16277 2.75992 0.49 0.11 0.03
H -0.64838 -1.48003 0.99894 0.21 -0.33 0.13
H 0.59879 -0.31148 -1.02710 0.05 -0.08 -0.22
H -0.94063 0.28555 -1.19435 0.39 -0.15 0.30
H 0.21902 0.97939 -2.12601 0.65 -0.61 -0.09
H -3.11233 -1.20775 -0.76359 0.04 -0.01 -0.03
H -3.31959 0.27965 -1.04737 -0.07 -0.07 0.08
O -2.66657 -0.35353 -0.72324 -0.06 0.10 -0.17
H 2.15708 0.03911 -4.44122 -0.02 0.22 0.11
H 1.17288 -0.90530 -3.79275 0.04 0.15 -0.03
O 1.51421 -0.00303 -3.72173 -0.10 -0.38 -0.04
```
Positions in Å, forces in eV/Å.

The calculation puts the energy above the lowest of the compared OMol25 structures with the same formula, charge and spin at 86.1 kJ/mol. The calculation puts the frontier orbital gap at 9.861 eV. Its net charge is +1. For the strongest force on any atom, the calculation gives 1.674 eV/A.

Here are the natural (NBO) charges for atoms 1 to 5, given in e: atom 1 (C): -0.214, atom 2 (C): -0.437, atom 3 (C): -0.240, atom 4 (C): -0.415, atom 5 (N): -0.681



(2)
DFT (ωB97M-V/def2-TZVPD) results for a cluster of 3 separate species, C4H17N2O2 in total at a distorted geometry.

Geometry as XYZ:
```
25
Properties=species:S:1:pos:R:3:forces:R:3
C 1.08419 2.64715 -0.08161 -0.28 -0.73 -2.14
C 1.17592 1.11993 0.10692 0.52 1.29 -0.02
C 0.08026 0.53725 0.97805 0.85 -1.51 -0.28
C 0.38224 -0.95593 1.30925 -1.24 1.13 -0.14
N 0.62174 -1.78764 0.07757 1.23 0.02 0.86
N 1.18148 0.44366 -1.21588 -0.77 -0.29 0.34
H 0.34609 2.80824 -0.88633 -0.50 0.09 0.66
H 0.85619 3.27665 0.76645 0.28 -0.04 0.23
H 1.95799 2.93900 -0.67684 0.36 0.35 0.86
H 2.16643 0.91050 0.52830 -0.19 -0.11 0.32
H 0.01045 1.02595 1.94672 0.01 0.25 -0.06
H -0.91239 0.54581 0.52599 0.16 0.40 -0.14
H -0.56117 -1.26401 1.75928 0.49 -0.65 0.43
H 1.25934 -1.03612 1.94019 -0.12 -0.16 0.24
H -0.20137 -2.31676 -0.21574 -0.03 0.49 -0.64
H 1.08111 -1.09802 -0.63199 -0.78 -0.39 -0.30
H 1.34624 -2.46732 0.30562 -0.13 -0.16 -0.05
H 0.21132 0.41552 -1.53359 0.18 0.18 -0.30
H 1.70821 0.95751 -1.91300 0.15 -0.06 0.10
H -2.08803 -2.39397 -2.28510 0.02 -0.08 -0.06
H -0.71268 -2.94840 -2.70985 -0.14 -0.04 -0.13
O -1.15066 -2.38469 -2.06461 0.09 0.08 0.22
H -3.35764 0.80091 0.67786 -0.21 0.04 0.14
H -3.50878 0.09969 2.04669 -0.13 0.09 -0.08
O -2.97649 0.12509 1.24565 0.18 -0.19 -0.03
```
Positions in Å, forces in eV/Å.

The calculation puts the energy above the lowest of the compared OMol25 structures with the same formula, charge and spin at 64.2 kJ/mol. The calculation puts the frontier orbital gap at 11.060 eV. Its net charge is +1. For the strongest force on any atom, the calculation gives 2.280 eV/A.

Here are the natural (NBO) charges for atoms 1 to 5, given in e: atom 1 (C): -0.625, atom 2 (C): -0.058, atom 3 (C): -0.428, atom 4 (C): -0.228, atom 5 (N): -0.738



(3)
DFT (ωB97M-V/def2-TZVPD) results for a cluster of 3 separate species, C4H17N2O2 in total at a distorted geometry.

Geometry as XYZ:
```
25
Properties=species:S:1:pos:R:3:forces:R:3
C 2.58082 1.47212 1.16347 -0.19 -2.26 0.39
C 1.27853 0.68116 1.51223 -0.42 0.17 -0.17
C 1.50667 -0.74286 0.92944 1.07 -1.02 3.10
C 0.32003 -1.33725 0.31976 -1.44 -0.39 -1.34
N 0.19527 -0.73429 -1.13768 -2.09 -0.71 1.58
N 0.15191 1.32789 0.76915 -0.42 0.91 0.11
H 3.43039 0.76185 0.90007 -0.94 1.23 0.67
H 2.33327 2.04232 0.31122 0.00 0.53 -1.36
H 2.83041 2.18230 1.89109 0.69 0.80 1.26
H 0.94459 0.56337 2.62089 1.10 0.46 -1.77
H 1.73048 -1.34356 1.85384 -0.06 0.17 -0.82
H 2.43790 -0.83942 0.37147 -0.31 0.11 -0.49
H 0.21316 -2.43210 0.21190 0.88 0.42 -0.16
H -0.56388 -1.13468 0.94173 0.05 0.61 -0.65
H 0.66843 -1.47881 -1.74419 -1.05 1.95 0.50
H -0.93006 -0.58769 -1.30844 3.40 -0.41 -0.73
H -0.73324 1.40126 1.29677 0.83 -0.24 -0.29
H 0.36657 2.29508 0.48095 -0.02 -0.72 0.42
H 0.62869 0.24308 -1.10294 -0.77 -1.65 -0.26
H -2.00313 -0.56177 -3.55715 0.48 0.12 -0.07
H -2.71945 0.04544 -2.41785 0.09 0.41 0.39
O -1.82578 0.00135 -2.78833 -0.87 -0.45 -0.24
H -4.30556 -0.68785 0.28186 0.98 0.59 -1.66
H -4.61732 -0.68574 -1.17936 -1.74 -0.54 -1.53
O -3.91869 -0.45118 -0.61989 0.74 -0.09 3.12
```
Positions in Å, forces in eV/Å.

The calculation puts the energy above the lowest of the compared OMol25 structures with the same formula, charge and spin at 185.8 kJ/mol. The calculation puts the frontier orbital gap at 10.431 eV. Its net charge is +1. For the strongest force on any atom, the calculation gives 3.508 eV/A.

Here are the natural (NBO) charges for atoms 1 to 5, given in e: atom 1 (C): -0.609, atom 2 (C): -0.042, atom 3 (C): -0.476, atom 4 (C): -0.209, atom 5 (N): -0.766



(4)
DFT (ωB97M-V/def2-TZVPD) results for a cluster of 3 separate species, C4H17N2O2 in total at a distorted geometry.

Geometry as XYZ:
```
25
Properties=species:S:1:pos:R:3:forces:R:3
N 0.92372 -0.49980 -1.88478 0.14 -2.07 0.20
C 0.58087 0.11931 -0.53827 -2.06 0.40 0.35
C 1.30368 -0.55582 0.62587 1.27 -0.45 -0.74
C -1.02058 0.09227 -0.47490 2.79 1.12 0.34
N -1.29092 0.69347 0.83000 -0.35 -1.20 0.35
C -2.68758 1.11905 1.05432 0.42 0.91 -0.75
H 0.25734 -0.37074 -2.65504 0.23 1.11 0.22
H 1.89371 -0.34022 -2.18145 -0.40 0.11 -0.07
H 0.79110 -1.55287 -1.78424 0.58 0.67 0.50
H 0.79181 1.19672 -0.55909 0.36 -0.48 -0.27
H 1.62713 -1.57418 0.37531 -0.17 0.25 -0.03
H 0.78024 -0.65670 1.56665 -0.49 0.29 -0.10
H 2.20906 0.00742 0.85096 0.04 0.01 0.07
H -1.19288 0.92313 -1.21445 -1.02 -1.48 0.15
H -1.30597 -0.98490 -0.67503 -0.60 1.28 -0.02
H -1.04011 -0.00833 1.55144 -0.41 0.79 -0.58
H -2.78267 1.37661 2.09929 -0.30 -0.55 0.38
H -2.88055 2.11500 0.58508 0.21 -0.92 -0.19
H -3.39519 0.36990 0.67508 -0.15 0.30 0.44
H 1.25560 3.16392 0.83836 0.25 0.45 -0.22
H 1.25197 2.80260 2.24817 0.33 0.25 0.42
O 1.77203 3.34128 1.63514 -0.66 -0.72 -0.19
H -0.04096 -3.77048 -0.73674 0.34 -0.37 -0.15
H 1.47517 -3.77058 -1.25593 -0.39 -0.48 0.16
O 0.72400 -3.23606 -0.97575 0.03 0.77 -0.26
```
Positions in Å, forces in eV/Å.

The calculation puts the energy above the lowest of the compared OMol25 structures with the same formula, charge and spin at 204.1 kJ/mol. The calculation puts the frontier orbital gap at 9.575 eV. Its net charge is +1. For the strongest force on any atom, the calculation gives 3.023 eV/A.

Here are the natural (NBO) charges for atoms 1 to 5, given in e: atom 1 (N): -0.722, atom 2 (C): -0.034, atom 3 (C): -0.666, atom 4 (C): -0.238, atom 5 (N): -0.635



(5)
DFT (ωB97M-V/def2-TZVPD) results for a cluster of 3 separate species, C4H17N2O2 in total at a distorted geometry.

Geometry as XYZ:
```
25
Properties=species:S:1:pos:R:3:forces:R:3
N -0.59655 -1.52642 -0.55437 0.31 -0.26 -0.47
C 0.41628 -0.94016 0.30427 0.12 0.17 0.86
C 0.78060 0.45352 -0.20788 1.24 -0.61 -0.17
N -0.46382 1.06448 -0.75424 1.03 1.95 0.07
C -0.30861 1.54576 -2.16624 -0.81 0.53 -0.92
C -0.87966 2.18406 0.11234 -2.84 1.30 0.09
H -1.26807 -2.08616 -0.05257 0.08 -0.03 -0.05
H -0.17418 -2.07352 -1.30465 -0.29 0.06 0.28
H -1.17435 0.32347 -0.80604 0.17 -0.53 0.40
H 1.31507 -1.52881 0.48240 0.12 -0.02 -0.47
H 0.03225 -0.81627 1.31914 -0.45 -0.01 -0.13
H 1.58452 0.48486 -0.94717 -0.48 -0.56 -0.45
H 1.27457 1.04041 0.56356 -0.74 0.27 0.36
H -1.13112 1.14994 -2.76268 0.36 -0.57 -0.05
H 0.66900 1.33001 -2.56965 0.00 -0.46 -0.04
H -0.46158 2.61595 -2.32138 0.18 0.07 0.85
H -0.48816 3.14378 -0.20691 0.97 -0.27 0.22
H -0.87912 2.03592 1.18675 0.91 -0.51 -0.03
H -1.95556 2.39815 -0.03072 0.19 -0.52 -0.38
H 3.75812 -1.83172 1.05256 -0.02 0.36 -0.11
H 4.61416 -0.66370 1.44410 0.43 0.32 0.21
O 3.81092 -0.86570 0.97072 -0.47 -0.67 -0.13
H -2.66495 -2.24959 1.62233 -0.24 0.28 0.27
H -3.67602 -1.17684 2.03672 -0.25 -0.01 0.10
O -2.76585 -1.29654 1.76368 0.48 -0.29 -0.32
```
Positions in Å, forces in eV/Å.

The calculation puts the energy above the lowest of the compared OMol25 structures with the same formula, charge and spin at 159.5 kJ/mol. The calculation puts the frontier orbital gap at 11.412 eV. Its net charge is +1. For the strongest force on any atom, the calculation gives 3.125 eV/A.

Here are the natural (NBO) charges for atoms 1 to 5, given in e: atom 1 (N): -0.867, atom 2 (C): -0.254, atom 3 (C): -0.234, atom 4 (N): -0.387, atom 5 (C): -0.424



(6)
DFT (ωB97M-V/def2-TZVPD) results for a cluster of 3 separate species, C4H17N2O2 in total at a distorted geometry.

Geometry as XYZ:
```
25
Properties=species:S:1:pos:R:3:forces:R:3
C -0.60233 0.07614 0.66764 -2.87 0.23 -3.73
N -0.10224 1.40256 -0.10860 2.14 -5.21 -1.13
C 1.48915 1.31901 -0.13865 -0.31 0.96 0.72
C -0.53912 -1.19701 -0.31925 0.54 1.27 1.30
N -1.22160 -0.78065 -1.50214 -1.96 -0.13 -1.55
C -1.50733 -1.77026 -2.66827 2.00 2.38 1.99
H 0.04960 -0.11051 1.46001 0.53 0.20 1.73
H -1.79294 0.34129 0.85434 3.31 -0.92 0.15
H -0.48803 1.21138 -1.09623 0.43 0.70 1.54
H 1.79478 0.24329 -0.25554 -0.53 1.16 0.34
H 1.91111 1.90070 -0.98254 -0.68 -0.32 0.39
H 1.91225 1.80285 0.81349 -0.89 -1.02 -1.31
H 0.45917 -1.42753 -0.68566 0.48 -0.06 0.69
H -0.82788 -2.03760 0.36575 -0.49 0.32 -0.95
H -0.55181 2.04022 0.48047 -0.44 2.48 0.58
H -2.05178 -0.24708 -1.21489 -0.06 -0.78 -0.60
H -0.55122 -2.13783 -2.97654 0.56 -0.53 -0.01
H -2.16405 -2.52612 -2.42196 -1.26 -1.74 0.84
H -1.89010 -1.26992 -3.51144 -0.56 1.10 -0.75
H 3.50454 -1.85466 2.40527 -0.27 -0.24 -0.68
H 4.17006 -2.36266 1.16320 1.15 -0.44 -0.62
O 3.32064 -2.11630 1.48016 -0.94 0.76 1.27
H -2.19127 3.33588 2.67752 -1.47 0.38 0.35
H -0.78369 3.03277 3.18679 -1.40 0.30 -2.37
O -1.34591 3.13202 2.32709 2.98 -0.85 1.83
```
Positions in Å, forces in eV/Å.

The calculation puts the energy above the lowest of the compared OMol25 structures with the same formula, charge and spin at 282.9 kJ/mol. The calculation puts the frontier orbital gap at 10.309 eV. Its net charge is +1. For the strongest force on any atom, the calculation gives 5.744 eV/A.

Here are the natural (NBO) charges for atoms 1 to 5, given in e: atom 1 (C): -0.204, atom 2 (N): -0.567, atom 3 (C): -0.433, atom 4 (C): -0.235, atom 5 (N): -0.667



(7)
DFT (ωB97M-V/def2-TZVPD) results for a cluster of 3 separate species, C4H17N2O2 in total at a distorted geometry.

Geometry as XYZ:
```
25
Properties=species:S:1:pos:R:3:forces:R:3
C 1.25447 -0.46405 1.94983 -1.06 1.63 -0.12
N 1.46240 0.99685 1.91309 0.32 -0.67 -0.01
C 0.02157 -0.73097 1.02888 0.20 -3.65 -0.17
N -0.85148 0.40181 0.54775 0.46 0.58 0.76
C -2.20056 -0.03716 0.15817 -0.07 -1.93 -0.11
C 0.39403 -1.56665 -0.20717 1.62 -0.02 -0.29
H 1.01631 -0.71365 2.99055 -0.16 -0.06 -0.32
H 2.08840 -1.11313 1.66481 -0.02 0.29 -0.25
H 1.93072 1.28558 2.76103 0.21 0.27 -0.19
H 2.02548 1.22343 1.10024 0.15 0.31 0.21
H -0.57526 -1.44236 1.64124 -0.52 1.00 -0.38
H -0.48209 0.90207 -0.26971 0.62 -0.35 0.13
H -0.88817 1.09836 1.29758 0.12 0.06 0.00
H -2.73078 0.70879 -0.41414 -0.28 0.42 0.64
H -2.64385 -0.54662 1.02037 -0.46 0.89 -0.08
H -2.07839 -0.86250 -0.54116 0.15 0.13 -0.15
H 1.03803 -2.44965 -0.09291 -0.35 0.11 1.18
H 1.08088 -0.98973 -0.81239 -0.24 0.53 -0.54
H -0.39934 -1.97094 -0.80118 -0.75 0.24 -0.29
H -0.82986 1.92513 -2.49927 -0.35 -0.06 -1.54
H -1.58282 0.52433 -3.17675 0.02 0.81 -1.27
O -1.24841 1.06175 -2.47334 0.12 -0.63 2.68
H 2.15210 1.01628 -2.47304 -0.06 0.20 0.32
H 0.67676 0.63638 -2.40508 0.20 0.21 0.27
O 1.36987 1.10665 -1.90739 0.12 -0.32 -0.48
```
Positions in Å, forces in eV/Å.

The calculation puts the energy above the lowest of the compared OMol25 structures with the same formula, charge and spin at 163.4 kJ/mol. The calculation puts the frontier orbital gap at 10.831 eV. Its net charge is +1. For the strongest force on any atom, the calculation gives 3.654 eV/A.

Here are the natural (NBO) charges for atoms 1 to 5, given in e: atom 1 (C): -0.223, atom 2 (N): -0.865, atom 3 (C): -0.063, atom 4 (N): -0.511, atom 5 (C): -0.425



(8)
DFT (ωB97M-V/def2-TZVPD) results for a cluster of 3 separate species, C4H17N2O2 in total at a distorted geometry.

Geometry as XYZ:
```
25
Properties=species:S:1:pos:R:3:forces:R:3
N -1.30116 -1.50422 -1.67706 0.32 0.35 0.86
C -2.01506 -0.68387 -0.72989 -0.77 -1.28 -0.17
C -1.42377 -0.79047 0.65036 0.04 0.76 0.98
N 0.00773 -0.28206 0.71526 -2.35 -0.08 -0.50
C 0.05076 1.20024 0.51710 0.84 -0.40 0.32
C 1.48191 1.73578 0.52123 -0.60 1.39 -0.49
H 0.40244 -0.77104 -0.09159 0.73 -0.10 0.13
H -0.74967 -1.08313 -2.39986 -0.14 -0.07 -0.28
H -1.69202 -2.41575 -1.80646 0.09 -0.05 -0.48
H -2.23562 0.32707 -1.04813 0.49 0.36 -0.13
H -3.02231 -1.08854 -0.60249 -0.12 -0.05 -0.03
H -1.38105 -1.78912 1.05809 -0.02 -0.60 -0.50
H -2.04063 -0.26593 1.38053 0.21 0.48 0.01
H 0.35765 -0.60562 1.61898 1.03 0.29 -0.34
H -0.59124 1.61309 1.29353 0.16 0.19 -0.04
H -0.38921 1.39582 -0.44789 -0.27 -0.12 -0.13
H 1.72877 2.27700 1.42589 0.20 -0.46 0.41
H 2.23826 1.02691 0.22988 0.16 -0.45 0.17
H 1.52759 2.52689 -0.23859 0.01 -0.19 0.02
H 1.53665 0.61657 -3.20164 -0.21 -0.20 0.00
H 0.17192 1.22797 -2.90666 0.11 -0.23 -0.18
O 0.64896 0.38466 -2.89094 0.12 0.56 0.19
H 1.80322 -1.42286 3.41127 0.21 0.06 0.01
H 2.92210 -0.78762 2.56121 -0.10 -0.02 0.05
O 1.96378 -0.84175 2.65786 -0.15 -0.13 0.13
```
Positions in Å, forces in eV/Å.

The calculation puts the energy above the lowest of the compared OMol25 structures with the same formula, charge and spin at 90.6 kJ/mol. The calculation puts the frontier orbital gap at 10.099 eV. Its net charge is +1. For the strongest force on any atom, the calculation gives 2.400 eV/A.

Here are the natural (NBO) charges for atoms 1 to 5, given in e: atom 1 (N): -0.899, atom 2 (C): -0.261, atom 3 (C): -0.226, atom 4 (N): -0.519, atom 5 (C): -0.215